Here is a molecular structure, C18H15BBiI3N4O from OMol25. Energies are from the ωB97M-V functional and the def2-TZVPD basis.

```
! wB97M-V def2-TZVPD RIJCOSX def2/J DEFGRID3
* xyz 0 1
Bi -0.00477 -0.33146 1.21290
C 1.21898 1.10608 3.09470
C -0.02224 0.80892 3.71595
C -0.02311 -0.55178 4.06478
C 1.21255 -1.10647 3.66527
C 1.98451 -0.08280 3.07877
H 1.54992 2.08146 2.77099
H -0.81429 1.51622 3.91028
H -0.82052 -1.07975 4.56483
H 1.52326 -2.13147 3.80036
H 2.99584 -0.17612 2.71195
I -1.64868 3.62313 -2.02904
C 0.18370 2.64346 -2.06786
C 1.13759 2.99686 -3.04278
C 2.34639 2.36824 -3.11966
I 3.69938 2.95905 -4.59006
C 2.65736 1.32536 -2.20474
C 3.85880 0.58528 -2.19047
C 4.04605 -0.40748 -1.26781
C 3.03044 -0.67046 -0.33954
N 1.90680 0.00507 -0.32487
C 1.69336 0.98691 -1.23179
C 0.42854 1.65217 -1.14562
O -0.43546 1.29769 -0.22051
H 0.89282 3.78491 -3.74174
H 4.62420 0.81018 -2.92089
H 4.95481 -0.99099 -1.24589
H 3.14220 -1.45390 0.40167
B -1.88343 -3.60143 -2.10400
C -1.09155 -2.62468 -1.16353
N -0.50897 -1.90577 -0.46286
H -3.05255 -3.43764 -1.83498
H -1.61694 -3.27959 -3.23786
H -1.50200 -4.71506 -1.83072
I -6.52492 -1.55787 1.19461
C -4.70960 -0.66339 0.83873
C -4.40933 0.25470 -0.14494
N -3.11292 0.56268 -0.00286
N -2.55251 -0.10530 1.00786
C -3.50854 -0.86033 1.52946
H -5.02008 0.70314 -0.90889
H -2.52014 1.17516 -0.55187
H -3.30494 -1.51293 2.36268
*
```

From a natural (NBO) analysis of the wavefunction, the atomic charges in e read: number 1, Bi, carries 1.882; number 2, C, carries -0.373; number 3, C, carries -0.331; number 4, C, carries -0.333; number 5, C, carries -0.319; number 6, C, carries -0.352; number 7, H, carries 0.242; number 8, H, carries 0.239; number 9, H, carries 0.233; number 10, H, carries 0.234; number 11, H, carries 0.230; number 12, I, carries 0.167; number 13, C, carries -0.221; number 14, C, carries -0.233; number 15, C, carries -0.161; number 16, I, carries 0.166; number 17, C, carries -0.125; number 18, C, carries -0.101; number 19, C, carries -0.256; number 20, C, carries 0.086; number 21, N, carries -0.513; number 22, C, carries 0.179; number 23, C, carries 0.298; number 24, O, carries -0.855; number 25, H, carries 0.240; number 26, H, carries 0.236; number 27, H, carries 0.235; number 28, H, carries 0.209; number 29, B, carries -0.593; number 30, C, carries 0.478; number 31, N, carries -0.748; number 32, H, carries 0.015; number 33, H, carries 0.019; number 34, H, carries 0.021; number 35, I, carries 0.205; number 36, C, carries -0.304; number 37, C, carries -0.031; number 38, N, carries -0.311; number 39, N, carries -0.337; number 40, C, carries -0.037; number 41, H, carries 0.239; number 42, H, carries 0.453; number 43, H, carries 0.227

***

Here is 13 unconnected molecules or ions with the total composition C26H78O13 in a non-equilibrium geometry from OMol25. Energies are from the ωB97M-V functional and the def2-TZVPD basis.

```
! wB97M-V def2-TZVPD RIJCOSX def2/J DEFGRID3
* xyz 0 1
C -3.62135 -3.46472 2.34953
C -3.84145 -2.94984 0.93730
O -2.65026 -2.92855 0.07043
H -4.56093 -3.36619 2.89321
H -2.87059 -2.80270 2.78101
H -3.28768 -4.49619 2.46278
H -4.15015 -1.90453 0.94843
H -4.74829 -3.43824 0.58066
H -2.83931 -2.20307 -0.52918
C 4.72020 0.95403 3.66018
C 4.23958 -0.37005 3.99064
O 3.07473 -0.18681 4.76045
H 4.96861 1.51362 4.56198
H 3.90392 1.53141 3.22610
H 5.64302 0.97962 3.08065
H 4.88998 -1.06924 4.51619
H 4.09329 -0.82695 3.01190
H 2.40347 -0.31263 4.08577
C -1.71865 4.94563 -3.78984
C -0.27846 4.44724 -3.43321
O -0.48632 3.26317 -2.75264
H -2.01865 4.18723 -4.51298
H -1.72671 5.91680 -4.28469
H -2.32088 5.08642 -2.89229
H 0.08441 5.14253 -2.67624
H 0.41984 4.29867 -4.25687
H 0.19546 3.16971 -2.08328
C 3.79088 2.22177 -1.59182
C 3.34424 3.60879 -1.06649
O 1.92366 3.30745 -0.86526
H 3.56412 2.10565 -2.65163
H 3.45155 1.38765 -0.97765
H 4.87626 2.19759 -1.68916
H 3.39033 4.49694 -1.69671
H 3.77968 3.89593 -0.10940
H 1.95160 2.62283 -0.19286
C -0.75743 0.22971 -0.58904
C 0.72036 -0.17213 -0.45172
O 1.27366 0.48561 0.65018
H -1.19010 -0.32065 -1.42450
H -0.91034 1.30584 -0.67070
H -1.32021 -0.11134 0.27990
H 1.17120 0.21923 -1.36368
H 0.84658 -1.25461 -0.47178
H 1.32319 -0.05140 1.44439
C -4.40654 2.92512 -0.51050
C -3.98848 1.50973 -0.75811
O -5.01444 0.55947 -0.46542
H -4.59986 3.08033 0.55093
H -5.34302 3.16239 -1.01527
H -3.70367 3.68412 -0.85401
H -3.14112 1.28723 -0.10960
H -3.66092 1.34425 -1.78447
H -4.82616 0.23199 0.41714
C 3.83351 -4.80855 2.40735
C 3.95190 -3.63029 1.41425
O 2.84790 -3.67483 0.61263
H 3.03798 -4.57679 3.11553
H 4.77767 -4.85031 2.95041
H 3.60910 -5.77471 1.95540
H 4.85377 -3.70493 0.80665
H 3.99853 -2.71232 2.00012
H 3.00312 -3.03090 -0.08225
C -3.14407 0.45510 4.22365
C -3.86101 0.98309 3.03962
O -4.82763 0.01232 2.60372
H -2.91188 -0.60975 4.20729
H -3.71544 0.70198 5.11846
H -2.20968 1.01548 4.19216
H -3.17783 1.02840 2.19149
H -4.47289 1.87662 3.16333
H -5.66547 0.26214 3.00024
C 0.50665 -3.96773 -1.55292
C -0.77595 -4.03921 -2.35122
O -0.58805 -4.60930 -3.59888
H 0.95932 -4.95712 -1.61837
H 0.29899 -3.68394 -0.52120
H 1.19576 -3.19070 -1.88375
H -1.14808 -3.05940 -2.65055
H -1.58479 -4.57361 -1.85292
H -0.91895 -4.01033 -4.27218
C 4.90926 -1.71176 -3.60580
C 4.03435 -2.56831 -2.68740
O 3.37760 -1.69977 -1.77160
H 5.38385 -2.30229 -4.38946
H 5.63375 -1.11446 -3.05224
H 4.17456 -1.12452 -4.15669
H 4.77543 -3.19784 -2.19487
H 3.23684 -2.96653 -3.31471
H 3.90433 -0.91887 -1.58626
C -1.87179 0.65146 -4.52325
C -3.22904 0.22337 -5.11372
O -3.55542 -1.10271 -4.91769
H -1.63251 1.70723 -4.65051
H -1.05114 -0.02076 -4.77377
H -1.84956 0.37601 -3.46886
H -3.38685 0.42906 -6.17244
H -3.96984 0.81444 -4.57525
H -3.81465 -1.10244 -3.99335
C -0.01987 -1.07257 4.35901
C 0.28911 -1.98229 3.15664
O 1.54883 -1.46322 2.55834
H 0.75121 -1.06806 5.12941
H -0.88862 -1.62729 4.71350
H -0.27039 -0.07195 4.00673
H -0.40714 -2.29352 2.37787
H 0.47192 -2.97578 3.56609
H 1.77579 -2.12134 1.89731
C -0.22707 3.78707 2.08789
C -1.04303 4.26596 0.90337
O -0.71606 5.65921 0.66165
H -0.15517 4.40108 2.98563
H 0.76018 3.62272 1.65612
H -0.62617 2.83746 2.44434
H -2.09877 4.24752 1.17384
H -0.98304 3.59088 0.04968
H -1.16473 5.94704 -0.13675
*
```

Mulliken population analysis, charges in e, atoms 1 to 99: number 1, C, carries -0.767; number 2, C, carries 0.547; number 3, O, carries -0.362; number 4, H, carries 0.374; number 5, H, carries -0.143; number 6, H, carries 0.338; number 7, H, carries -0.362; number 8, H, carries 0.296; number 9, H, carries 0.161; number 10, C, carries -1.083; number 11, C, carries 0.170; number 12, O, carries -0.607; number 13, H, carries 0.317; number 14, H, carries 0.156; number 15, H, carries 0.378; number 16, H, carries 0.395; number 17, H, carries -0.234; number 18, H, carries 0.216; number 19, C, carries -0.957; number 20, C, carries -0.270; number 21, O, carries -0.163; number 22, H, carries 0.219; number 23, H, carries 0.380; number 24, H, carries 0.147; number 25, H, carries 0.341; number 26, H, carries 0.285; number 27, H, carries 0.091; number 28, C, carries -0.763; number 29, C, carries -0.370; number 30, O, carries -0.287; number 31, H, carries 0.299; number 32, H, carries -0.013; number 33, H, carries 0.500; number 34, H, carries 0.315; number 35, H, carries 0.218; number 36, H, carries -0.039; number 37, C, carries 0.849; number 38, C, carries -0.087; number 39, O, carries -0.035; number 40, H, carries -0.085; number 41, H, carries -0.544; number 42, H, carries -0.076; number 43, H, carries 0.269; number 44, H, carries -0.360; number 45, H, carries 0.029; number 46, C, carries -1.065; number 47, C, carries 1.579; number 48, O, carries -0.695; number 49, H, carries 0.201; number 50, H, carries 0.373; number 51, H, carries 0.128; number 52, H, carries -0.782; number 53, H, carries -0.099; number 54, H, carries 0.229; number 55, C, carries -1.324; number 56, C, carries 0.449; number 57, O, carries -0.407; number 58, H, carries 0.241; number 59, H, carries 0.389; number 60, H, carries 0.343; number 61, H, carries 0.453; number 62, H, carries -0.289; number 63, H, carries 0.178; number 64, C, carries -0.848; number 65, C, carries 0.441; number 66, O, carries -0.517; number 67, H, carries 0.085; number 68, H, carries 0.369; number 69, H, carries 0.194; number 70, H, carries -0.474; number 71, H, carries 0.535; number 72, H, carries 0.254; number 73, C, carries -0.247; number 74, C, carries -0.046; number 75, O, carries -0.613; number 76, H, carries 0.439; number 77, H, carries 0.111; number 78, H, carries -0.191; number 79, H, carries -0.020; number 80, H, carries 0.207; number 81, H, carries 0.359; number 82, C, carries -1.473; number 83, C, carries -0.080; number 84, O, carries -0.098; number 85, H, carries 0.395; number 86, H, carries 0.415; number 87, H, carries 0.348; number 88, H, carries 0.246; number 89, H, carries 0.301; number 90, H, carries 0.112; number 91, C, carries -0.093; number 92, C, carries -0.434; number 93, O, carries -0.551; number 94, H, carries 0.085; number 95, H, carries 0.398; number 96, H, carries -0.389; number 97, H, carries 0.383; number 98, H, carries 0.226; number 99, H, carries 0.329

***

Here is C6H9N3 in the gas phase in a non-equilibrium geometry from OMol25. Energies are from the ωB97M-V functional and the def2-TZVPD basis.

```
! wB97M-V def2-TZVPD RIJCOSX def2/J DEFGRID3
* xyz 0 1
C 0.22477 1.20333 0.90693
C 0.51231 0.57853 -0.47318
C 1.98439 0.48694 -0.65812
C 2.42714 -0.73137 -0.26806
C 0.24218 -0.88159 -0.20151
C -2.22220 -0.69530 -0.08568
H 0.42406 2.24326 0.89020
H 0.92428 0.69389 1.56207
H -0.85288 1.13672 1.27606
H -0.04513 1.01213 -1.27311
H 2.60454 1.32732 -0.93182
H 3.48776 -0.95090 -0.31397
H -1.04591 -2.23841 0.46490
H -3.04847 -1.33565 0.22343
H -3.46556 0.58891 -0.72812
N 1.31330 -1.56402 0.16267
N -1.00565 -1.27289 0.11902
N -2.45891 0.39908 -0.67172
*
```

From a natural (NBO) analysis of the wavefunction, the atomic charges in e read: number 1, C, carries -0.576; number 2, C, carries -0.350; number 3, C, carries -0.236; number 4, C, carries -0.047; number 5, C, carries 0.457; number 6, C, carries 0.285; number 7, H, carries 0.212; number 8, H, carries 0.218; number 9, H, carries 0.219; number 10, H, carries 0.264; number 11, H, carries 0.214; number 12, H, carries 0.214; number 13, H, carries 0.414; number 14, H, carries 0.157; number 15, H, carries 0.354; number 16, N, carries -0.495; number 17, N, carries -0.600; number 18, N, carries -0.706

***

What did we get for LUMO energy? Answer: -0.9, 0.5, 0.8 eV, in the order shown.